This record from the OMol25 dataset describes C6H10N2 as an isolated structure at a distorted geometry. The level of theory is the ωB97M-V functional and the def2-TZVPD basis.

```
18
C6H10N2 the ωB97M-V functional and the def2-TZVPD basis
C 1.08 1.46 0.04
C 0.58 0.04 0.24
C -0.58 -0.48 1.09
C -0.38 -0.59 -0.84
C -1.60 0.36 -0.77
C -1.83 0.43 0.61
H 1.64 1.81 0.76
H 1.42 1.73 -0.93
H 0.21 2.22 -0.04
H 2.01 -1.19 0.98
H 1.95 -0.73 -0.86
H -0.46 -0.78 2.10
H 0.13 -2.18 -0.17
H -0.04 -0.57 -1.82
H -2.42 0.35 -1.70
H -2.36 0.89 1.34
N 1.50 -1.11 -0.03
N -0.84 -1.66 0.01
```

Properties
E_HOMO in eV: -8.37
E in eV: -9357.692
Kohn-Sham gap in eV: 9.28
M in g/mol: 110.2
Lowest unoccupied orbital energy in eV: 0.91
Total charge: 0

natural (NBO) population analysis, charges in e, atoms 1 to 5: number 1, C, carries -0.6458; number 2, C, carries 0.0817; number 3, C, carries -0.1088; number 4, C, carries -0.1355; number 5, C, carries -0.1836

This record from the OMol25 dataset describes C6H10N2 as an isolated structure at a distorted geometry. The level of theory is the ωB97M-V functional and the def2-TZVPD basis.

```
18
C6H10N2 the ωB97M-V functional and the def2-TZVPD basis
C 0.89 -0.09 -0.17
C 0.95 1.43 -0.18
C 0.15 0.76 0.87
C -1.28 0.26 0.77
C -1.42 0.31 -0.73
C -0.31 -0.79 -0.69
H 1.95 -1.32 0.96
H 2.12 -1.50 -0.63
H 0.57 2.14 -0.97
H 1.91 1.78 0.14
H 0.49 0.88 1.89
H -1.98 0.64 1.39
H -1.15 1.10 -1.25
H -2.33 -0.08 -1.19
H -0.36 -1.56 -1.48
H -1.56 -1.91 0.56
N 2.15 -0.83 0.07
N -0.77 -1.23 0.66
```

Properties
E_HOMO in eV: -9.11
E in eV: -9360.527
Kohn-Sham gap in eV: 10.20
M in g/mol: 110.2
Lowest unoccupied orbital energy in eV: 1.09
Total charge: 0

natural (NBO) population analysis, charges in e, atoms 1 to 5: number 1, C, carries 0.1057; number 2, C, carries -0.4300; number 3, C, carries -0.2389; number 4, C, carries -0.0566; number 5, C, carries -0.4045

This record from the OMol25 dataset describes C6H10N2 as an isolated structure at a distorted geometry. The level of theory is the ωB97M-V functional and the def2-TZVPD basis.

```
18
C6H10N2 the ωB97M-V functional and the def2-TZVPD basis
C 0.21 -0.20 1.93
C -0.81 1.37 -0.23
C -0.24 -0.39 0.51
N 1.34 -0.63 -1.92
C 0.20 1.37 -1.12
C 0.98 0.17 -0.86
C -0.97 -1.44 0.12
N -1.92 1.83 0.10
H -2.15 1.82 1.09
H 0.80 -0.58 -2.77
H 1.89 -1.45 -1.75
H 0.46 2.15 -1.83
H 1.76 0.21 -0.10
H 0.33 -1.15 2.46
H -0.50 0.41 2.49
H 1.17 0.32 1.98
H -1.24 -1.58 -0.92
H -1.32 -2.20 0.82
```

Properties
E_HOMO (spin up / spin down) in eV: -7.87 / -7.87
E in eV: -9359.934
Kohn-Sham gap (spin up / spin down) in eV: 7.92 / 7.92
M in g/mol: 110.2
Lowest unoccupied orbital energy (spin up / spin down) in eV: 0.05 / 0.05
Total charge: 0

natural (NBO) population analysis, charges in e, atoms 1 to 5: number 1, C, carries -0.6608; number 2, C, carries 0.4186; number 3, C, carries -0.1070; number 4, N, carries -0.8046; number 5, C, carries -0.4757

This record from the OMol25 dataset describes C6H10N2 as an isolated structure at a distorted geometry. The level of theory is the ωB97M-V functional and the def2-TZVPD basis.

```
18
C6H10N2 the ωB97M-V functional and the def2-TZVPD basis
C -0.12 -1.33 -1.02
C 0.69 -1.02 0.24
C -1.18 0.52 -0.01
C -0.88 -0.01 -1.43
C 0.30 0.44 0.48
C 0.73 1.12 1.74
N 0.18 0.78 -1.91
N 0.93 1.23 -1.10
H 0.39 -1.72 -1.99
H -0.73 -2.11 -0.79
H 0.41 -1.77 1.02
H 1.68 -1.22 0.07
H -1.58 1.50 0.10
H -1.52 -0.34 0.58
H -1.73 -0.15 -2.04
H -0.12 1.46 2.36
H 1.02 2.13 1.49
H 1.55 0.48 2.21
```

Properties
E_HOMO in eV: -8.00
E in eV: -9361.328
Kohn-Sham gap in eV: 8.95
M in g/mol: 110.2
Lowest unoccupied orbital energy in eV: 0.95
Total charge: 0

natural (NBO) population analysis, charges in e, atoms 1 to 5: number 1, C, carries -0.3910; number 2, C, carries -0.4654; number 3, C, carries -0.4581; number 4, C, carries -0.1195; number 5, C, carries 0.1126

This record from the OMol25 dataset describes C6H10N2 as an isolated structure at a distorted geometry. The level of theory is the ωB97M-V functional and the def2-TZVPD basis.

```
18
C6H10N2 the ωB97M-V functional and the def2-TZVPD basis
C -1.84 -0.51 0.89
C -1.87 -0.77 -0.62
C -1.66 0.69 0.02
C -0.54 1.74 -0.19
C 2.64 -0.07 0.63
C 2.00 -0.76 -0.68
H -0.77 -0.76 0.97
H -2.65 -0.50 1.52
H -2.89 -0.99 -1.06
H -1.14 -1.60 -0.74
H -2.72 1.02 0.15
H -0.93 2.65 -0.68
H 2.35 -0.66 1.69
H 3.67 0.81 0.59
H 1.80 -1.77 -1.11
H 2.66 -0.27 -1.52
N 0.85 1.60 -0.18
N 1.03 0.16 0.32
```

Properties
E_HOMO in eV: -9.01
E in eV: -9355.327
Kohn-Sham gap in eV: 9.80
M in g/mol: 110.2
Lowest unoccupied orbital energy in eV: 0.79
Total charge: 0

natural (NBO) population analysis, charges in e, atoms 1 to 5: number 1, C, carries -0.4372; number 2, C, carries -0.4182; number 3, C, carries -0.3070; number 4, C, carries 0.0951; number 5, C, carries -0.2938

This record from the OMol25 dataset describes the molecule C6H10N2 at a distorted geometry. The level of theory is the ωB97M-V functional and the def2-TZVPD basis.

```
18
C6H10N2 the ωB97M-V functional and the def2-TZVPD basis
C 2.28 -1.01 -1.29
C 0.86 -1.21 -1.05
C -0.27 -1.82 -0.96
C -0.75 -0.41 -0.92
C -0.73 0.40 0.28
C -1.93 1.25 0.58
N 0.34 0.35 1.01
N 0.31 0.88 2.29
H 2.40 -0.18 -1.99
H 2.75 -1.90 -1.72
H 2.78 -0.73 -0.37
H -0.75 -2.77 -1.12
H -1.34 -0.04 -1.76
H -2.51 0.83 1.41
H -1.64 2.27 0.85
H -2.59 1.31 -0.29
H 1.22 1.25 2.52
H -0.44 1.52 2.51
```

Properties
E_HOMO in eV: -7.47
E in eV: -9360.142
Kohn-Sham gap in eV: 8.52
M in g/mol: 110.2
Lowest unoccupied orbital energy in eV: 1.05
Total charge: 0

natural (NBO) population analysis, charges in e, atoms 1 to 5: number 1, C, carries -0.6817; number 2, C, carries 0.1638; number 3, C, carries -0.2462; number 4, C, carries -0.2821; number 5, C, carries 0.1788